[1]
DFT (ωB97M-V with the def2-TZVPD basis set) results for 11 unconnected molecules or ions with the total composition C38H58F6O28 at a distorted geometry.

Last column: Löwdin charge in e.
Cartesian coordinates (Å):
O 4.23118 0.89108 -2.28275  0.1893
C 4.57639 1.05408 -1.15844  -0.5157
O 5.88081 1.17429 -0.78862  0.0880
C 6.08548 0.99580 0.60202  -0.0564
C 4.67988 1.13572 1.02781  -0.3644
F 4.43023 2.40631 1.36326  0.0932
O 3.84021 0.79385 -0.05720  0.1240
H 6.40879 -0.05203 0.91110  0.1381
H 6.72395 1.72600 1.06081  0.1417
H 4.31567 0.50640 1.85964  0.1507
O -5.14510 4.50884 -2.09208  0.2113
C -4.63837 3.86701 -1.27542  -0.5465
O -3.38367 4.17705 -0.77869  0.0416
C -2.86227 3.00723 -0.05488  -0.0179
C -4.15991 2.17512 0.27595  -0.2439
F -4.69434 2.43586 1.51205  0.0458
O -5.11488 2.74698 -0.63831  0.1103
H -2.24409 2.36842 -0.70034  0.1262
H -2.37299 3.29956 0.87581  0.1409
H -4.10921 1.07456 0.17975  0.1602
O 1.79562 5.84722 -4.94883  0.1680
C 0.68284 5.57731 -4.59412  -0.5206
O -0.47881 5.68181 -5.30353  0.0595
C -1.56591 5.06079 -4.65952  -0.0718
C -0.95308 4.67781 -3.33972  -0.2987
F -0.85641 3.30528 -3.10943  0.0328
O 0.31904 5.24357 -3.33399  0.1367
H -2.35981 5.81282 -4.51293  0.1447
H -2.02268 4.22514 -5.21427  0.1463
H -1.49307 5.12346 -2.49095  0.1604
O 1.33195 -2.21126 -0.09122  0.1149
C 0.17794 -2.53725 0.05099  -0.4994
O -0.40917 -2.38862 1.28630  0.0660
C -1.76468 -2.70066 1.21013  -0.0662
C -1.98291 -3.11509 -0.25472  -0.2455
F -2.71073 -2.28364 -1.02715  0.0817
O -0.66670 -3.04993 -0.85861  0.1491
H -2.03224 -3.54614 1.82422  0.1359
H -2.27741 -1.79383 1.34730  0.0804
H -2.37758 -4.11714 -0.36627  0.1645
O -1.92395 0.26441 1.42404  0.1439
C -1.04423 0.79065 0.81941  -0.6097
O -0.58981 0.48190 -0.39707  0.0832
C 0.70950 0.98624 -0.57884  -0.0289
C 0.83950 1.99197 0.54642  -0.2316
F 0.82090 3.30943 0.13973  0.0688
O -0.30950 1.74821 1.35278  0.1318
H 1.34596 0.14027 -0.48610  0.1085
H 0.68538 1.46806 -1.53852  0.1358
H 1.63764 1.90143 1.23531  0.1299
O 5.10947 -0.46626 -4.92827  0.1892
C 4.08103 -0.92091 -4.55181  -0.5440
O 3.93382 -1.84309 -3.57481  0.0584
C 2.49192 -2.16995 -3.49608  -0.0162
C 1.83075 -1.08756 -4.31352  -0.2552
F 1.47225 0.04702 -3.47424  -0.0182
O 2.84533 -0.66762 -5.11755  0.1138
H 2.22037 -3.15238 -3.92379  0.1454
H 2.21975 -2.11259 -2.40970  0.1280
H 0.88157 -1.23258 -4.80445  0.1684
C 0.50239 3.25702 -9.40400  -0.0805
C 0.29021 2.31212 -8.30059  -0.2317
O 1.52658 2.34114 -7.55917  -0.0213
C 1.42793 2.55884 -6.22014  -0.4537
C 2.79495 2.63159 -5.43663  0.0581
O 0.39503 2.67093 -5.60132  0.0704
H 0.98977 4.15620 -9.05833  0.0825
H -0.44448 3.63073 -9.84932  0.0901
H 1.10238 2.84406 -10.21251  0.0802
H -0.53056 2.54254 -7.57486  0.1227
H 0.17860 1.24592 -8.58849  0.1317
H 3.38680 1.89324 -5.92718  0.0647
H 2.55839 2.35242 -4.46164  0.0480
H 3.24845 3.61530 -5.43165  0.0824
C -6.81742 -5.21931 2.07820  -0.0622
C -7.12439 -4.13706 3.15198  -0.1800
O -6.53832 -2.86751 2.75812  -0.0227
C -5.21756 -2.69914 2.72891  -0.5664
C -5.02579 -1.28816 2.26114  0.0169
O -4.38672 -3.51313 3.00251  0.1040
H -7.35307 -6.16226 2.31960  0.0864
H -5.74652 -5.34814 2.22086  0.0586
H -7.12174 -4.87514 1.09500  0.0765
H -8.18089 -3.97253 3.12257  0.1061
H -6.76195 -4.46450 4.14051  0.1263
H -5.75430 -0.61052 2.72951  0.0926
H -5.19248 -1.40654 1.17076  0.1101
H -3.99520 -0.96816 2.31632  0.0590
C -4.25313 -2.73713 6.71788  -0.0706
C -5.25518 -1.65089 6.56376  -0.2456
O -5.05816 -0.84276 5.38229  -0.0552
C -4.33911 0.38863 5.60866  -0.4688
C -4.21603 1.24156 4.39923  0.0072
O -3.85951 0.68510 6.66218  0.1025
H -4.35890 -3.47080 5.95498  0.0554
H -4.43213 -3.17578 7.74552  0.1063
H -3.23835 -2.40202 6.77195  0.0650
H -6.24482 -2.08251 6.44410  0.1166
H -5.21901 -0.96509 7.46749  0.1340
H -4.34929 2.29488 4.75683  0.1124
H -4.92434 1.12109 3.60197  0.0408
H -3.19726 1.31233 3.93372  0.1025
C 4.81356 -2.71767 0.03589  -0.0670
C 5.95304 -2.41702 -0.89892  -0.1458
O 7.10540 -1.84896 -0.06207  -0.0844
C 8.01105 -2.77562 0.42718  -0.5012
C 9.01055 -2.13386 1.40155  0.0106
O 8.09678 -3.89421 -0.04144  0.0844
H 4.45775 -1.83939 0.64395  0.0673
H 5.04066 -3.61374 0.67329  0.0940
H 3.83537 -3.07928 -0.49329  0.1006
H 6.38434 -3.25206 -1.45901  0.1209
H 5.70691 -1.66022 -1.60295  0.0888
H 8.45701 -1.48630 2.18361  0.1039
H 9.60244 -1.37910 0.85931  0.0881
H 9.59224 -2.93481 1.89155  0.0875
C -0.59554 0.04497 5.86564  -0.0367
C 0.20343 0.48785 4.63340  -0.1511
O 0.66947 -0.79044 4.06245  0.0024
C 1.72614 -0.72310 3.27257  -0.5061
C 2.36268 -2.03143 2.87537  0.0277
O 2.30345 0.34411 3.01766  0.0483
H 0.09368 -0.68315 6.31792  0.0923
H -1.57901 -0.39344 5.77938  0.0516
H -0.75975 0.89324 6.49417  0.0723
H -0.24611 1.01854 3.81677  0.1003
H 1.01006 1.08703 4.96198  0.1064
H 1.61668 -2.78761 3.16455  0.0914
H 3.25109 -2.22502 3.49895  0.1070
H 2.55019 -2.02623 1.82166  0.0383

- DFT total energy: -4188.7792 a.u.
- HOMO-LUMO gap: 10.144 eV
- SMILES: O=C1OC[C@@H](F)O1.O=C1OC[C@@H](F)O1.O=C1OC[C@@H](F)O1.O=C1OC[C@@H](F)O1.O=C1OC[C@@H](F)O1.O=C1OC[C@@H](F)O1.CCOC(C)=O.CCOC(C)=O.CCOC(C)=O.CCOC(C)=O.CCOC(C)=O
- HOMO level: -9.91 eV

=====

[2]
DFT (ωB97M-V with the def2-TZVPD basis set) results for 5 unconnected molecules or ions with the total composition C38H60F32NO8P2.

Last column: Löwdin charge in e.
Cartesian coordinates (Å):
C 3.04478 2.99336 0.62720  -0.1192
C 2.05114 1.96552 1.18354  -0.2284
C 2.42694 0.50528 0.85335  -0.2943
O 1.41481 -0.24320 0.24720  -0.3550
P 0.89847 -0.14185 -1.41266  0.4468
O 2.10934 0.99693 -1.79780  -0.2870
O -0.13940 1.25636 -1.02078  -0.2736
C 0.11676 -0.16484 -3.19816  -0.3913
N 0.66017 0.76751 -4.20668  -0.0425
C -0.44015 -1.39925 -0.84163  -0.2873
C -1.27383 -1.01590 0.39411  -0.2282
C -2.77393 -0.78023 0.09178  -0.2029
C -3.74380 -1.78193 0.74256  -0.2027
C -5.14590 -1.21839 1.04992  -0.1933
C -6.13369 -1.42006 -0.12216  -0.2019
C -6.62129 -0.12891 -0.79370  -0.2113
C -7.98261 -0.30437 -1.47458  -0.2090
C -9.14589 -0.28469 -0.46535  -0.1791
C -9.84662 1.06705 -0.46296  -0.2432
O -10.60510 1.23743 0.72906  -0.2062
C -10.61067 2.58169 1.16087  -0.1181
P 2.26891 -1.86857 -2.10628  0.8590
C 3.19748 -1.20479 -3.56282  -0.3642
C 3.65371 -2.07347 -0.86777  -0.4622
C 4.90729 -1.21694 -1.09350  -0.1967
H 4.00272 2.89915 1.15127  0.0653
H 3.23618 2.83289 -0.43410  0.0573
H 2.69193 4.01382 0.79941  0.0602
H 2.03865 2.09459 2.27363  0.0927
H 1.03634 2.16052 0.83452  0.0890
H 3.36234 0.49698 0.28726  0.0821
H 2.64733 -0.01513 1.79836  0.1122
H 1.73465 1.86297 -1.63864  0.0262
H -1.03637 1.06101 -1.28882  0.0135
H 0.21426 -1.18270 -3.59782  0.0423
H -0.96794 0.00189 -3.08225  0.0519
H 0.41050 0.44647 -5.13503  0.0425
H 0.23919 1.67783 -4.07875  0.0490
H -1.09880 -1.60013 -1.69627  0.0374
H 0.08269 -2.33851 -0.64823  0.0381
H -0.87203 -0.11435 0.85022  0.0858
H -1.19966 -1.81692 1.13671  0.0966
H -2.91800 -0.82903 -0.99398  0.0779
H -3.07185 0.23588 0.37799  0.1054
H -3.29510 -2.19291 1.65064  0.0994
H -3.88773 -2.62340 0.05553  0.1007
H -5.06689 -0.14515 1.25228  0.0963
H -5.54275 -1.67484 1.96013  0.0986
H -7.00747 -1.99244 0.21176  0.1046
H -5.64445 -2.04351 -0.87173  0.0836
H -6.70789 0.66373 -0.04011  0.1086
H -5.88434 0.20118 -1.52965  0.1038
H -7.99242 -1.23557 -2.04733  0.1101
H -8.12812 0.50359 -2.20192  0.1061
H -8.77436 -0.47714 0.54568  0.1098
H -9.86984 -1.07021 -0.69645  0.1120
H -9.09667 1.86264 -0.54511  0.1189
H -10.52606 1.12909 -1.32210  0.1279
H -9.61388 2.88275 1.50771  0.0935
H -11.31066 2.69239 1.98831  0.0735
H -10.89698 3.25140 0.34083  0.0887
H 4.08781 -1.80880 -3.75739  0.0142
H 3.45978 -0.15254 -3.46280  0.0182
H 2.53856 -1.30401 -4.42932  0.0035
H 3.25725 -1.92666 0.13642  0.0450
H 3.94799 -3.12873 -0.93391  0.0422
H 4.65886 -0.18466 -1.34853  0.0560
H 5.52359 -1.61389 -1.90256  0.0413
H 5.53902 -1.19478 -0.19743  0.0588
C 10.15251 -0.24628 -0.76703  -0.0324
C 8.79714 -0.33248 -1.48572  -0.4479
C 8.82532 -0.53548 -3.00458  -0.3107
F 9.41797 0.52008 -3.60535  0.0914
F 7.56713 -0.63456 -3.46418  0.1121
F 8.03918 0.73095 -1.17625  0.1522
F 8.20515 -1.45577 -0.98687  0.0996
O 10.62320 1.05410 -0.45989  0.0486
C 11.44439 1.74959 -1.28303  -0.5438
C 10.84377 3.11047 -1.66092  -0.2851
F 9.70386 2.93289 -2.34707  0.1139
F 11.72717 3.76326 -2.45393  0.0946
F 11.81292 1.05399 -2.37046  0.1548
F 12.59273 2.02115 -0.59275  0.1139
H 9.97506 -0.70442 0.20446  0.1490
H 10.90956 -0.83983 -1.28016  0.1458
H 9.37218 -1.44798 -3.25868  0.1710
H 10.65268 3.69846 -0.76216  0.1666
C -11.29216 0.04849 4.05021  -0.0342
C -12.25643 -1.10243 4.36637  -0.4401
C -13.74877 -0.77359 4.48367  -0.3080
F -13.98075 0.05192 5.52256  0.0959
F -14.43076 -1.92044 4.70235  0.0956
F -11.85352 -1.76893 5.46697  0.1382
F -12.17561 -1.95763 3.30541  0.1040
O -10.57618 0.60029 5.14244  0.0562
C -11.03656 1.65979 5.86293  -0.5531
C -11.15179 1.31594 7.35481  -0.2873
F -12.03866 0.32057 7.53759  0.1030
F -11.59405 2.40674 8.02057  0.0961
F -12.19210 2.15258 5.38621  0.1511
F -10.11904 2.65336 5.77453  0.1388
H -10.52126 -0.39548 3.42245  0.1502
H -11.77328 0.81717 3.44599  0.1308
H -14.11584 -0.31478 3.56230  0.1724
H -10.17778 1.01765 7.74537  0.1749
C 13.56714 1.47074 3.92714  -0.0361
C 12.47074 2.23426 3.17034  -0.4420
C 12.92043 3.31126 2.17818  -0.3054
F 13.56026 4.30606 2.82844  0.0965
F 11.82446 3.83696 1.58554  0.0977
F 11.58416 2.75866 4.03750  0.1445
F 11.82551 1.29846 2.41629  0.1030
O 13.84162 1.90532 5.24517  0.0524
C 14.81156 2.81885 5.52548  -0.5532
C 14.23390 4.03193 6.26829  -0.2886
F 13.32654 4.65881 5.49955  0.1060
F 15.23963 4.89498 6.53570  0.0974
F 15.49926 3.19495 4.43655  0.1542
F 15.69624 2.23774 6.37404  0.1369
H 13.16292 0.46741 4.05164  0.1494
H 14.47434 1.38901 3.32821  0.1479
H 13.57592 2.89419 1.41227  0.1611
H 13.76781 3.71113 7.20127  0.1748
C -3.57751 -4.15460 -6.46630  -0.0475
C -4.47468 -5.32834 -6.04891  -0.4426
C -5.98814 -5.08805 -6.00805  -0.3116
F -6.30684 -4.17566 -5.07239  0.0986
F -6.60360 -6.25035 -5.69026  0.0935
F -4.06568 -5.84787 -4.87868  0.1460
F -4.30670 -6.28203 -7.01874  0.0906
O -2.95462 -3.43521 -5.42729  0.0574
C -3.52575 -2.32498 -4.87059  -0.5431
C -3.69450 -2.49066 -3.35557  -0.2761
F -4.51093 -3.53466 -3.09731  0.0965
F -4.26844 -1.37174 -2.86346  0.0872
F -4.69641 -2.00959 -5.45908  0.1430
F -2.69106 -1.28498 -5.06300  0.1512
H -2.75551 -4.62078 -7.00807  0.1497
H -4.09889 -3.49680 -7.16268  0.1458
H -6.35139 -4.75364 -6.98332  0.1703
H -2.72547 -2.64873 -2.87737  0.1674

- Net charge: -1
- DFT total energy: -6019.0740 a.u.
- HOMO-LUMO gap: 5.092 eV
- HOMO level: -3.52 eV

=====

[3]
DFT (ωB97M-V with the def2-TZVPD basis set) results for a molecular structure, C38H61As3CsI2N8O9 at a distorted geometry.

Last column: Löwdin charge in e.
Cartesian coordinates (Å):
Cs 15.65968 10.96061 16.72460  0.7768
I 14.81565 14.75667 24.69992  0.7832
C 15.25769 13.88868 22.86379  -0.7857
C 15.07652 14.49586 21.62852  -0.2480
C 15.42223 13.84516 20.41768  -0.6392
I 14.88998 14.84765 18.68854  0.9940
C 16.14730 12.60501 20.40864  -0.4859
O 16.54072 11.97827 19.38816  -0.2519
C 16.38051 12.06490 21.74990  -0.1433
C 17.18381 10.77124 21.88128  -0.1862
N 16.74775 9.66955 21.03551  -0.0492
C 15.38995 9.21548 21.39697  -0.1532
C 15.10886 8.12167 20.37206  -0.2687
C 14.97429 6.76177 20.70334  0.0019
C 14.75277 5.80789 19.65339  -0.0585
C 14.80845 6.26034 18.35054  -0.0825
C 14.95271 7.61968 18.11333  -0.1914
N 14.97306 8.54451 19.11795  0.1138
C 15.93367 12.68844 22.90248  -0.1766
H 14.54098 15.39330 21.59112  0.0444
H 17.19045 10.46073 22.92614  0.1058
H 18.20613 10.97202 21.58488  0.1128
H 16.69973 10.07175 20.10080  0.0636
H 14.64598 9.98535 21.32922  0.1107
H 15.31767 8.77986 22.44040  0.1321
H 15.00572 6.31312 21.67112  0.0915
H 14.66085 4.80579 19.93804  0.0789
H 14.81148 5.53641 17.50563  0.1142
H 14.97653 8.00659 17.14132  0.0080
H 16.12952 12.20024 23.86515  0.0862
C 18.52098 12.59485 13.81586  -0.2970
As 18.80268 11.01563 14.92741  1.0967
C 20.67106 11.37463 15.44406  -0.3404
C 19.05688 9.55718 13.53925  -0.3238
C 19.87870 8.31593 13.93991  -0.6953
C 19.28192 7.15933 13.11802  -0.0893
C 19.76486 7.95120 15.39428  -0.3853
As 17.94965 7.46248 16.08840  1.1593
C 18.45746 7.65833 18.00651  -0.2783
C 17.99309 5.47226 15.87431  -0.3084
C 21.30096 8.61740 13.46856  -0.3879
As 22.86398 7.42208 13.75913  1.1105
C 22.34091 5.80779 14.84747  -0.3508
C 23.65082 8.54700 15.17163  -0.3544
H 19.48811 12.98057 13.57333  0.0036
H 18.02184 13.27230 14.51889  0.0264
H 18.05372 12.29434 12.92356  -0.0014
H 21.41540 11.69968 14.62405  0.0609
H 21.03313 10.48502 15.90353  -0.0365
H 20.70633 12.08666 16.26963  0.0192
H 19.57266 10.05223 12.72922  0.0640
H 18.00748 9.34788 13.21156  0.0615
H 18.14759 7.17077 13.22310  0.0767
H 19.71375 6.11839 13.25607  0.0884
H 19.47960 7.36520 12.04030  0.0879
H 20.00680 8.83697 15.93408  0.0050
H 20.47424 7.10741 15.63674  0.0496
H 19.22428 6.96960 18.28010  0.0125
H 17.62377 7.39307 18.61471  -0.0127
H 18.84184 8.67533 18.07988  0.0265
H 19.01213 5.05215 15.95492  0.0262
H 17.59964 5.17593 14.92461  -0.0054
H 17.35047 5.08042 16.62224  -0.0182
H 21.71088 9.54774 13.91171  0.0341
H 21.32069 8.85467 12.40358  0.0580
H 21.65961 5.05338 14.37451  0.0247
H 21.85315 6.18630 15.75315  -0.0159
H 23.31796 5.35127 15.08772  0.0077
H 23.84365 9.46684 14.63192  0.0022
H 24.59743 8.10720 15.43501  -0.0014
H 22.96802 8.79926 16.01445  0.0363
O 14.99220 13.89580 15.26362  -0.1937
H 14.85236 13.18036 14.57422  -0.0508
H 14.88461 14.64981 14.68525  0.0230
C 11.82854 9.02642 17.44095  -0.0790
N 11.22368 10.17025 16.78102  -0.1914
C 9.79641 10.02962 16.66142  -0.0737
C 11.72310 11.42426 17.15314  -0.5121
N 12.55549 11.51588 18.05899  0.1686
N 11.22339 12.48842 16.44034  -0.1801
C 11.37552 12.40462 15.02632  -0.0580
C 11.59943 13.77876 17.03556  -0.0738
H 11.69033 8.14686 16.79523  0.0867
H 11.39007 8.85874 18.40881  0.0851
H 12.91420 9.13931 17.53468  0.0415
H 9.34478 9.80367 17.61134  0.0747
H 9.66349 9.16459 15.98724  0.0832
H 9.38454 11.00882 16.30827  0.1009
H 12.88694 12.43262 18.30872  0.0021
H 11.25011 11.35082 14.67514  0.0725
H 12.36525 12.75675 14.80393  0.0691
H 10.63305 13.03525 14.54614  0.0901
H 12.64440 13.96130 16.89867  0.0023
H 11.30076 13.74826 18.09621  0.1021
H 11.03160 14.54764 16.52256  0.0872
C 12.12220 9.18552 13.73526  0.0097
C 13.22696 8.23758 14.07184  -0.5411
N 13.38962 7.10261 13.25759  0.1626
O 13.94441 8.36894 15.04324  0.0073
H 11.72999 8.98448 12.72602  0.0903
H 12.45930 10.23105 13.71170  0.0694
H 11.33958 9.05828 14.47308  0.0643
H 13.06663 7.19604 12.33868  0.0574
H 14.33397 6.75190 13.35026  0.1031
O 15.85557 10.82446 13.48702  -0.1026
C 14.87347 11.41007 12.98311  -0.6219
O 14.23992 12.39118 13.40674  -0.0213
C 14.34848 10.75237 11.69437  -0.0866
C 14.96642 9.55772 11.37262  0.0377
C 14.72102 8.91275 10.20662  -0.1458
C 13.90432 9.50257 9.26226  0.0833
C 13.20969 10.68274 9.58840  -0.1016
C 13.42353 11.34270 10.82202  0.0949
N 12.50090 11.43924 8.52965  -0.3628
O 12.16113 10.66412 7.66028  0.0610
O 12.33884 12.63101 8.49434  0.1020
N 15.57631 7.79988 9.84656  -0.3489
O 15.26093 6.97596 8.97773  0.0678
O 16.60208 7.72210 10.45047  0.0952
H 15.73939 9.17353 12.06179  0.1364
H 13.78860 9.09582 8.26677  0.1292
H 12.96480 12.36375 10.92579  0.1512

- Net charge: -1
- DFT total energy: -9922.5113 a.u.
- HOMO-LUMO gap: 5.124 eV
- Energy relative to the best compared isomer or geometry (same formula, charge and spin): 64.24 kcal/mol
- HOMO level: -4.41 eV

=====

Look up the HOMO-LUMO gap of the second one.
5.092 eV